{"formula": "C32H29I3N3OPZr", "method": "ωB97M-V with the def2-TZVPD basis set", "species": ["Zr", "I", "C", "C", "C", "I", "C", "O", "C", "C", "N", "C", "C", "C", "C", "C", "C", "N", "C", "H", "H", "H", "H", "H", "H", "H", "H", "H", "H", "H", "N", "C", "C", "C", "C", "C", "C", "P", "C", "C", "C", "C", "C", "C", "C", "C", "C", "C", "C", "C", "H", "H", "H", "H", "H", "H", "H", "H", "H", "H", "H", "H", "H", "H", "H", "H", "I", "C", "H", "H"], "xyz": [[0.12, 0.16, 0.37], [-4.21, -2.60, 5.88], [-2.65, -1.97, 4.63], [-1.69, -1.09, 5.10], [-0.68, -0.67, 4.26], [0.90, 0.49, 5.00], [-0.63, -1.07, 2.92], [0.34, -0.62, 2.08], [-1.58, -2.01, 2.47], [-1.48, -2.54, 1.07], [-1.62, -1.43, 0.07], [-2.96, -0.82, 0.16], [-2.95, 0.67, -0.07], [-4.15, 1.36, -0.16], [-4.13, 2.72, -0.39], [-2.91, 3.36, -0.55], [-1.76, 2.61, -0.44], [-1.76, 1.29, -0.18], [-2.58, -2.45, 3.33], [-1.71, -0.75, 6.13], [-2.25, -3.29, 0.91], [-0.51, -3.01, 0.91], [-1.51, -1.84, -0.85], [-3.35, -0.99, 1.17], [-3.67, -1.28, -0.53], [-5.09, 0.83, -0.04], [-5.06, 3.28, -0.45], [-2.85, 4.42, -0.75], [-0.79, 3.09, -0.55], [-3.30, -3.18, 2.99], [0.09, 0.07, -2.13], [1.11, -0.72, -2.84], [1.15, -0.68, -4.23], [2.10, -1.43, -4.91], [3.00, -2.23, -4.22], [2.95, -2.27, -2.84], [2.01, -1.51, -2.13], [1.92, -1.63, -0.32], [1.92, -3.44, -0.09], [0.98, -4.16, -0.84], [0.92, -5.53, -0.73], [1.78, -6.20, 0.13], [2.70, -5.49, 0.88], [2.77, -4.10, 0.78], [3.52, -1.05, 0.34], [3.64, -1.01, 1.73], [4.83, -0.59, 2.31], [5.88, -0.18, 1.50], [5.74, -0.17, 0.12], [4.56, -0.61, -0.47], [0.33, 1.05, -2.29], [-0.78, -0.06, -2.62], [0.45, -0.07, -4.77], [2.12, -1.39, -5.99], [3.73, -2.82, -4.76], [3.63, -2.91, -2.29], [0.34, -3.63, -1.54], [0.20, -6.09, -1.33], [1.73, -7.28, 0.22], [3.37, -6.01, 1.55], [3.51, -3.56, 1.36], [2.81, -1.31, 2.36], [4.94, -0.57, 3.38], [6.81, 0.15, 1.95], [6.55, 0.18, -0.51], [4.46, -0.59, -1.54], [1.15, 2.75, 1.63], [1.73, 1.64, -0.19], [2.78, 1.42, -0.03], [1.67, 2.38, -0.99]], "lowdin_charge": [1.369, 0.937, -0.712, -0.197, -0.613, 0.952, -0.375, -0.420, -0.178, -0.117, -0.127, -0.104, -0.232, 0.018, 0.009, -0.009, -0.142, -0.055, -0.110, 0.095, 0.140, 0.100, 0.117, 0.136, 0.150, 0.137, 0.134, 0.129, 0.066, 0.110, -0.016, -0.290, -0.017, -0.035, -0.034, -0.072, -0.314, 1.049, -0.359, -0.125, -0.055, -0.047, -0.045, -0.056, -0.383, -0.114, -0.048, -0.045, -0.048, -0.080, 0.083, 0.107, 0.124, 0.123, 0.123, 0.127, 0.104, 0.116, 0.119, 0.119, 0.103, 0.095, 0.118, 0.119, 0.118, 0.103, 0.880, -0.688, -0.044, -0.021], "e_tot_ev": -75033.55790, "relative_energy_ev": 0.630, "charge": 2}